Molecular formula: C33H56F3MnO20
Method: DFT, wB97M-V/def2-TZVPD

Values from the calculation:
- E_HOMO (alpha / beta) (eV) = -5.2 / -8.5
- <S²> = 12.002
- E_tot (a.u.) = -4246.30099
- HOMO-LUMO gap (alpha / beta) (hartree) = 0.18952 / 0.30775
- strongest force on any atom (eV/Å) = 3.97

```
! RIJCOSX wB97M-V def2-TZVPD def2/J DEFGRID3
* xyz 0 7
Mn 2.296 1.603 -2.457
C -0.149 0.831 -0.533
O 0.126 -0.423 -1.205
O 0.605 1.772 -1.202
C -1.784 0.912 -0.447
F -2.226 -0.002 0.420
F -2.251 2.111 -0.159
F -2.217 0.564 -1.681
C 0.371 -1.571 -0.382
C 0.108 -2.784 -1.343
H 0.670 -2.651 -2.268
H 0.580 -3.694 -0.973
H -0.937 -3.084 -1.419
H -0.341 -1.649 0.440
H 1.387 -1.646 0.008
H 0.215 0.757 0.492
C -1.537 2.065 3.297
O -1.678 0.683 3.513
C -2.903 0.139 3.633
O -3.986 0.705 3.413
O -2.771 -1.042 4.269
C -3.939 -1.757 4.741
H -0.526 2.420 3.097
H -1.883 2.505 4.231
H -2.159 2.484 2.506
H -4.243 -1.414 5.730
H -3.673 -2.814 4.738
H -4.782 -1.478 4.109
C -0.522 -5.673 1.160
O -1.381 -4.713 0.755
C -2.511 -4.489 1.315
O -2.951 -5.042 2.313
O -3.085 -3.386 0.708
C -4.384 -3.000 1.101
H -1.004 -6.647 1.077
H -0.144 -5.464 2.161
H 0.365 -5.819 0.543
H -5.114 -3.808 1.050
H -4.707 -2.229 0.402
H -4.410 -2.681 2.143
C -3.775 4.766 0.083
O -4.694 4.651 1.136
C -5.991 4.896 0.884
O -6.502 5.156 -0.148
O -6.598 5.033 1.992
C -8.019 5.171 2.040
H -2.773 4.438 0.359
H -3.743 5.779 -0.318
H -4.012 4.043 -0.697
H -8.281 6.227 1.985
H -8.227 4.711 3.007
H -8.615 4.611 1.321
C 2.655 -0.486 2.723
C 1.523 0.190 3.593
C 2.410 1.055 4.502
O 3.621 0.264 4.752
C 3.654 -0.894 3.912
H 3.087 0.168 1.965
H 2.309 -1.369 2.186
H 0.853 -0.453 4.163
H 0.913 0.778 2.908
H 1.997 1.458 5.427
H 2.734 1.970 4.006
H 3.295 -1.789 4.420
H 4.650 -1.138 3.543
O 2.555 -7.093 -0.470
C 2.894 -6.267 -1.340
O 2.722 -4.947 -1.168
C 3.314 -4.177 -2.214
C 3.539 -5.196 -3.309
C 3.673 -6.523 -2.643
H 4.258 -3.674 -2.004
H 2.664 -3.379 -2.575
H 4.371 -4.813 -3.899
H 2.657 -5.254 -3.947
H 4.733 -6.710 -2.469
H 3.206 -7.290 -3.261
O -1.617 7.471 -1.814
C -0.643 7.018 -1.256
O -0.679 5.706 -0.929
C 0.527 5.267 -0.309
C 1.200 6.584 0.163
C 0.665 7.624 -0.797
H 1.198 4.665 -0.922
H 0.357 4.665 0.583
H 2.264 6.351 0.113
H 0.976 6.695 1.224
H 1.240 7.932 -1.670
H 0.555 8.584 -0.294
O 3.274 0.101 -1.234
C 4.163 -0.535 -0.664
O 4.058 -1.695 -0.057
C 5.363 -2.180 0.355
C 6.370 -1.465 -0.601
C 5.681 -0.151 -0.574
H 5.375 -3.267 0.271
H 5.364 -1.890 1.405
H 6.538 -1.859 -1.604
H 7.302 -1.312 -0.057
H 5.887 0.560 -1.374
H 5.802 0.452 0.326
O 1.110 1.188 -4.271
C 0.333 0.752 -5.123
O -0.521 1.547 -5.774
C -1.375 0.748 -6.570
C -1.224 -0.643 -6.008
C 0.245 -0.684 -5.524
H -1.112 0.836 -7.624
H -2.391 1.007 -6.271
H -1.422 -1.382 -6.785
H -1.830 -0.819 -5.119
H 1.020 -0.962 -6.238
H 0.367 -1.409 -4.719
*
```

Mulliken atomic charge list, values in e, 5 entries: -0.0172, 0.6238, -0.0343, -0.4740, 0.6667